{
  "formula": "C4H6F2",
  "method": "ωB97M-V with the def2-TZVPD basis set",
  "lumo_energy_ev": 1.0,
  "gap_ev": 10.06,
  "max_force_ha_per_bohr": 0.0501,
  "total_energy_ha": -355.71309,
  "smiles": "CC(C)=C(F)F",
  "relative_energy_kcal_mol": 7.3,
  "species": ["C", "C", "C", "C", "H", "H", "H", "H", "H", "H", "F", "F"],
  "coordinates": [[-1.3840, -1.3255, 0.0782], [-0.6610, -0.0151, -0.0194], [-1.3836, 1.3245, -0.0693], [0.6713, -0.0179, -0.0248], [-1.8829, -1.4119, 1.0552], [-0.7457, -2.1988, 0.1134], [-2.1067, -1.4805, -0.7333], [-2.1380, 1.2632, -0.8751], [-1.9134, 1.6104, 0.8571], [-0.6193, 2.1792, -0.3699], [1.4082, 1.0696, 0.1328], [1.4750, -1.0427, -0.1145]]
}